Entry 1:
The following is a quantum chemistry calculation of a single C3H7N2OP molecule in a non-equilibrium geometry, from the OMol25 dataset.

```
! RIJCOSX wB97M-V def2-TZVPD def2/J DEFGRID3
* xyz 0 3
C 1.015 1.326 -0.374
C -0.348 1.078 -1.101
C -0.780 -0.261 -0.566
N 0.973 0.587 0.750
N -0.496 -0.215 0.895
O 1.947 1.989 -0.615
P -0.115 -1.596 1.879
H -1.054 1.774 -0.889
H -0.115 1.069 -2.231
H -1.808 -0.506 -0.752
H -0.232 -1.150 -0.863
H 1.553 0.461 1.512
H 0.654 -2.027 0.747
H -1.193 -2.528 1.610
*
```

Summary:
- orbital gap (alpha / beta) (eV) = 6.21 / 7.51
- E_LUMO (alpha / beta) (eV) = 0.9 / -2.1
- DFT total energy (hartree) = -644.3783
- energy relative to the best compared isomer or geometry (same formula, charge and spin) (kcal per mole) = 25.3
- molar mass (g/mol) = 118.1

Let us look at the Mulliken charges, expressed in e, one per atom: 0.4252 -0.4829 -0.4814 -0.2469 -0.1952 -0.5300 -0.0436 0.3214 0.2611 0.3219 0.3172 0.2083 0.0707 0.0543

=====

Entry 2:
The following is a quantum chemistry calculation of an isolated ion of composition C3H7N2OS and charge -1 in a non-equilibrium geometry, from the OMol25 dataset.

```
! RIJCOSX wB97M-V def2-TZVPD def2/J DEFGRID3
* xyz -1 1
N 0.901 -0.099 1.245
C -0.271 -0.289 0.521
C -1.073 1.097 0.285
S -1.836 1.485 1.868
C -0.047 -1.082 -0.883
N 0.981 -0.608 -1.796
O -0.686 -2.016 -1.117
H 0.825 0.135 2.281
H 1.420 0.669 0.854
H -0.904 -0.988 1.127
H -0.518 1.955 0.107
H -1.688 0.599 -0.375
H 1.533 0.204 -1.609
H 1.363 -1.062 -2.509
*
```

Summary:
- SMILES = NC(=O)[C@@H](N)C[S-]
- orbital gap (eV) = 6.11
- E_LUMO (eV) = 3.7
- DFT total energy (hartree) = -701.4442
- energy relative to the best compared isomer or geometry (same formula, charge and spin) (kcal per mole) = 51.5
- molar mass (g/mol) = 119.2

Let us look at the Mulliken charges, expressed in e, one per atom: -0.6603 -0.0158 -0.7389 -0.6964 0.2645 -0.3597 -0.5251 0.3082 0.2296 0.2866 0.2532 0.3255 0.1579 0.1710

=====

Entry 3:
The following is a quantum chemistry calculation of a 2-piece molecular cluster, C3H7N2OS overall in a non-equilibrium geometry, from the OMol25 dataset.

```
! RIJCOSX wB97M-V def2-TZVPD def2/J DEFGRID3
* xyz 1 1
C -0.987 1.967 -1.696
C -0.366 2.149 0.363
C -0.714 0.636 -1.185
N -0.765 2.827 -0.802
N 0.319 -1.994 0.321
O -0.192 0.732 0.020
S -0.776 -0.728 -2.089
H -1.322 2.379 -2.626
H 0.733 2.423 0.784
H -1.166 2.382 1.197
H 1.326 -2.141 0.523
H -0.234 -2.680 0.823
H 0.042 -1.314 1.032
H -0.198 -1.811 -0.559
*
```

Summary:
- orbital gap (alpha / beta) (eV) = 8.96 / 8.96
- E_LUMO (alpha / beta) (eV) = -4.7 / -4.7
- DFT total energy (hartree) = -701.1426
- energy relative to the best compared isomer or geometry (same formula, charge and spin) (kcal per mole) = 51.5
- molar mass (g/mol) = 119.2

Let us look at the Mulliken charges, expressed in e, one per atom: -0.2563 -0.2378 0.6677 -0.3092 -0.3022 -0.2920 -0.4713 0.4588 0.2633 0.2857 0.3626 0.4099 0.3181 0.1027

=====

Entry 4:
The following is a quantum chemistry calculation of an isolated ion of composition C3H7N2OS and charge +1 in a non-equilibrium geometry, from the OMol25 dataset.

```
! RIJCOSX wB97M-V def2-TZVPD def2/J DEFGRID3
* xyz 1 1
C -0.020 -0.700 -0.611
C -1.297 0.084 -0.860
C -0.538 0.440 1.505
N -0.344 1.653 2.348
N 0.564 -0.092 0.671
O -0.347 0.330 2.875
S -2.175 0.174 0.689
H -0.262 -1.753 -0.436
H 0.686 -0.679 -1.399
H -1.133 1.178 -1.188
H -1.876 -0.457 -1.568
H 0.558 2.016 2.321
H 1.011 -0.714 1.297
H 1.309 0.666 0.740
*
```

Summary:
- SMILES = C1CS[C@]2(NO2)[NH2+]1
- orbital gap (eV) = 10.10
- E_LUMO (eV) = -3.9
- DFT total energy (hartree) = -701.0610
- energy relative to the best compared isomer or geometry (same formula, charge and spin) (kcal per mole) = 102.8
- molar mass (g/mol) = 119.2

Let us look at the Mulliken charges, expressed in e, one per atom: -0.5003 -0.5286 0.5233 -0.4220 -0.1213 -0.2987 -0.0471 0.2951 0.3776 0.3209 0.4000 0.2256 0.3405 0.4351

=====

Entry 5:
The following is a quantum chemistry calculation of a 2-piece molecular cluster, C3H7N2S overall in a non-equilibrium geometry, from the OMol25 dataset.

```
! RIJCOSX wB97M-V def2-TZVPD def2/J DEFGRID3
* xyz 1 1
C 2.254 0.515 0.295
C -1.584 -0.790 -0.257
C -2.387 -0.114 0.469
N -0.774 -1.381 -1.015
N 1.341 1.459 0.087
S 2.111 -1.064 -0.176
H 3.100 0.691 0.996
H -3.058 0.425 -0.199
H -2.343 -0.041 1.554
H 0.759 -1.151 -0.775
H -1.199 -2.257 -1.380
H 1.421 2.493 0.350
H 0.360 1.215 0.052
*
```

Summary:
- orbital gap (eV) = 9.43
- E_LUMO (eV) = -4.7
- DFT total energy (hartree) = -625.8775
- energy relative to the best compared isomer or geometry (same formula, charge and spin) (kcal per mole) = 59.4
- molar mass (g/mol) = 103.2

Let us look at the Mulliken charges, expressed in e, one per atom: 0.2360 0.4398 -0.6906 -0.5184 -0.3032 -0.1710 0.3224 0.2950 0.3205 0.3285 0.2588 0.3119 0.1703

=====

Entry 6:
The following is a quantum chemistry calculation of an isolated ion of composition C3H7N2S and charge +1 in a non-equilibrium geometry, from the OMol25 dataset.

```
! RIJCOSX wB97M-V def2-TZVPD def2/J DEFGRID3
* xyz 1 1
C 1.382 -0.059 0.806
C -0.916 -0.116 -0.656
C -0.822 0.717 0.585
N 0.405 -0.205 -1.246
N 0.353 0.419 1.327
S 0.786 -1.537 -2.038
H 2.139 -0.447 1.376
H -1.328 -1.028 -0.384
H -1.572 0.450 -1.233
H -0.919 1.744 0.519
H -1.829 0.535 1.060
H 0.399 0.444 2.356
H 1.923 -0.916 -2.471
*
```

Summary:
- orbital gap (alpha / beta) (eV) = 8.18 / 7.56
- E_LUMO (alpha / beta) (eV) = -5.3 / -5.5
- DFT total energy (hartree) = -625.7786
- energy relative to the best compared isomer or geometry (same formula, charge and spin) (kcal per mole) = 121.5
- molar mass (g/mol) = 103.2

Let us look at the Mulliken charges, expressed in e, one per atom: -0.1927 -0.5109 -0.5815 -0.2474 0.0125 0.0604 0.3812 0.4578 0.3795 0.3536 0.3491 0.3082 0.2301

=====

Entry 7:
The following is a quantum chemistry calculation of C3H7N2S as an isolated structure in a non-equilibrium geometry, from the OMol25 dataset.

```
! RIJCOSX wB97M-V def2-TZVPD def2/J DEFGRID3
* xyz 1 1
C -0.426 0.711 0.741
C 0.560 -0.428 0.931
C 0.659 0.206 -1.111
N -0.341 1.063 -0.625
N 0.280 -1.032 -0.403
S 2.135 0.234 0.134
H -1.541 0.446 0.794
H -0.197 1.537 1.463
H 0.567 -1.170 1.690
H 0.721 -0.048 -2.147
H -0.333 1.993 -0.767
H 1.035 -1.733 -0.498
H -0.738 -1.419 -0.612
*
```

Summary:
- orbital gap (eV) = 10.41
- E_LUMO (eV) = -3.7
- DFT total energy (hartree) = -625.8701
- energy relative to the best compared isomer or geometry (same formula, charge and spin) (kcal per mole) = 64.0
- molar mass (g/mol) = 103.2

Let us look at the Mulliken charges, expressed in e, one per atom: -0.5531 -0.1739 -0.1143 -0.2708 -0.2936 -0.0826 0.2750 0.3410 0.4665 0.4791 0.2217 0.3237 0.3812

=====

Entry 8:
The following is a quantum chemistry calculation of a 2-piece molecular cluster, C3H7N2S overall in a non-equilibrium geometry, from the OMol25 dataset.

```
! RIJCOSX wB97M-V def2-TZVPD def2/J DEFGRID3
* xyz 1 3
C -0.341 -1.448 0.578
C 0.540 0.665 0.559
C -0.241 0.366 -0.726
N 0.367 -0.580 1.242
N -0.716 -0.968 -0.609
S -1.084 1.570 -1.701
H -0.675 -2.434 0.762
H 1.561 0.786 0.528
H -0.009 1.547 1.068
H 1.966 -0.097 -1.594
H 0.610 -0.769 2.222
H -1.341 -1.244 -1.349
H -0.636 2.607 -0.980
*
```

Summary:
- orbital gap (alpha / beta) (eV) = 7.92 / 9.19
- E_LUMO (alpha / beta) (eV) = -3.6 / -5.1
- DFT total energy (hartree) = -625.7867
- energy relative to the best compared isomer or geometry (same formula, charge and spin) (kcal per mole) = 41.9
- molar mass (g/mol) = 103.2

Let us look at the Mulliken charges, expressed in e, one per atom: -0.0845 -0.2409 -0.1578 -0.1091 0.0000 -0.2049 0.4315 0.3122 0.3411 0.0672 0.2408 0.2312 0.1733

=====

Entry 9:
The following is a quantum chemistry calculation of an isolated ion of composition C3H7N2S and charge +1 in a non-equilibrium geometry, from the OMol25 dataset.

```
! RIJCOSX wB97M-V def2-TZVPD def2/J DEFGRID3
* xyz 1 3
C 0.922 1.207 -0.217
C 1.341 -0.243 -0.271
C -0.898 0.232 0.594
N -0.253 1.377 0.241
N 0.089 -0.997 0.186
S -2.809 -0.127 -0.150
H 1.502 2.014 -0.523
H 1.832 -0.422 -1.201
H 2.135 -0.524 0.408
H -1.049 0.010 1.720
H -0.291 -1.497 -0.758
H 0.099 -1.776 0.972
H -2.619 0.745 -1.000
*
```

Summary:
- orbital gap (alpha / beta) (eV) = 6.74 / 7.27
- E_LUMO (alpha / beta) (eV) = -3.7 / -7.6
- DFT total energy (hartree) = -625.7366
- energy relative to the best compared isomer or geometry (same formula, charge and spin) (kcal per mole) = 73.3
- molar mass (g/mol) = 103.2

Let us look at the Mulliken charges, expressed in e, one per atom: -0.1497 -0.4645 -0.2106 -0.3905 -0.3269 0.0391 0.4673 0.3126 0.2948 0.3800 0.3983 0.3970 0.2532

=====

Entry 10:
The following is a quantum chemistry calculation of an isolated ion of composition C3H7N2S and charge +1 in a non-equilibrium geometry, from the OMol25 dataset.

```
! RIJCOSX wB97M-V def2-TZVPD def2/J DEFGRID3
* xyz 1 3
C 0.887 0.834 0.212
C -0.883 -0.617 -0.288
C -0.576 -1.120 1.257
N 0.167 0.261 -0.772
N 1.732 1.778 -0.173
S 0.566 0.175 1.825
H -1.094 -1.627 -0.835
H -1.783 -0.087 -0.371
H -1.507 -1.195 1.810
H -0.043 -2.100 1.573
H -0.015 0.886 -1.542
H 2.056 1.927 -1.122
H 1.953 2.496 0.507
*
```

Summary:
- orbital gap (alpha / beta) (eV) = 6.69 / 5.55
- E_LUMO (alpha / beta) (eV) = -3.3 / -8.4
- DFT total energy (hartree) = -625.7870
- energy relative to the best compared isomer or geometry (same formula, charge and spin) (kcal per mole) = 41.7
- molar mass (g/mol) = 103.2

Let us look at the Mulliken charges, expressed in e, one per atom: 0.4241 -0.5155 -0.4765 -0.2829 -0.4782 0.1890 0.3039 0.3601 0.4002 0.3814 0.2849 0.2169 0.1928

=====

Entry 11:
The following is a quantum chemistry calculation of an isolated ion of composition C3H7N2S and charge +1 in a non-equilibrium geometry, from the OMol25 dataset.

```
! RIJCOSX wB97M-V def2-TZVPD def2/J DEFGRID3
* xyz 1 3
C 0.573 -0.665 0.548
C 0.315 0.879 0.504
C -1.568 -0.674 -0.364
N -0.384 -1.314 -0.268
N 0.955 1.442 -0.562
S -1.723 0.854 0.186
H 1.640 -0.692 0.206
H 0.426 -1.161 1.637
H 0.700 1.375 1.409
H -2.514 -1.161 -0.642
H -0.339 -2.240 -0.750
H 1.040 2.428 -0.448
H 0.880 0.929 -1.457
*
```

Summary:
- orbital gap (alpha / beta) (eV) = 7.44 / 6.05
- E_LUMO (alpha / beta) (eV) = -3.7 / -8.2
- DFT total energy (hartree) = -625.7944
- energy relative to the best compared isomer or geometry (same formula, charge and spin) (kcal per mole) = 37.1
- molar mass (g/mol) = 103.2

Let us look at the Mulliken charges, expressed in e, one per atom: -0.5569 -0.1163 -0.2470 -0.0984 -0.4243 0.0894 0.3814 0.3080 0.4811 0.3977 0.2933 0.2388 0.2534

=====

Entry 12:
The following is a quantum chemistry calculation of an isolated ion of composition C3H7N2Si and charge +1 in a non-equilibrium geometry, from the OMol25 dataset.

```
! RIJCOSX wB97M-V def2-TZVPD def2/J DEFGRID3
* xyz 1 1
C 1.066 0.976 0.487
C -0.324 1.023 0.429
C 1.738 -0.963 -0.885
N 1.861 0.046 -0.076
N -1.199 0.120 0.040
Si -2.841 -0.210 0.041
H 1.668 1.906 0.802
H -0.785 2.037 0.598
H 2.606 -1.532 -1.080
H 2.858 0.381 0.204
H -3.781 0.849 -0.230
H -3.461 -1.503 0.592
H 0.754 -1.275 -1.150
*
```

Summary:
- SMILES = C=[NH+]/C=C\N=[SiH2]
- orbital gap (alpha / beta) (eV) = 7.07 / 7.06
- E_LUMO (alpha / beta) (eV) = -5.4 / -5.4
- DFT total energy (hartree) = -517.1500
- energy relative to the best compared isomer or geometry (same formula, charge and spin) (kcal per mole) = 72.9
- molar mass (g/mol) = 99.2

Let us look at the Mulliken charges, expressed in e, one per atom: -0.3957 0.2063 -0.2083 -0.1115 -0.3100 0.3907 0.2531 0.3035 0.2832 0.3171 -0.0016 0.0344 0.2389

=====

Question: Number 5 is which compound?
Answer: C3H7N2S

=====

Question: What is the formula in the ninth record?
Answer: C3H7N2S

=====

Question: DFT total energy of number 9 (C3H7N2S)?
Answer: -625.7366 hartree